Record 1
97
Properties=species:S:1:pos:R:3:forces:R:3 method="wB97M-V/def2-TZVPD" largest_force_ha_per_bohr=0.071 total_charge=+1
C -2.680183 2.555104 -2.388740 -0.127 0.327 1.624
C -1.468872 3.025827 -1.485650 2.107 -0.263 -0.997
Cl -1.873563 3.910226 0.064882 0.321 -1.334 -2.191
C -0.112520 2.820209 -1.842734 -3.322 0.751 1.250
Cl 1.114797 3.497345 -0.648178 -0.773 -0.835 -2.097
C 0.345845 2.101957 -3.174042 1.193 1.179 0.274
C -0.295330 0.694019 -3.590217 0.025 0.898 -0.013
C 0.936007 -0.266053 -4.076209 -1.648 1.704 1.113
C 2.164726 0.788927 -4.035383 -1.323 -2.613 -1.998
N 1.780224 1.662865 -2.868413 0.093 -1.872 -1.556
H -2.415988 2.462455 -3.487661 -0.310 0.192 1.497
H -3.060419 1.565919 -1.952434 0.472 1.289 -0.845
H -3.526598 3.304805 -2.203447 1.234 -1.067 -0.591
H 0.535818 2.846043 -4.027557 -0.896 -0.974 1.107
H -0.785258 0.356064 -2.615035 0.255 0.027 -1.756
H -0.992424 0.819303 -4.487918 0.598 -0.091 1.780
H 0.613407 -0.607577 -5.116218 1.160 0.015 1.639
H 0.946689 -1.066551 -3.257659 0.679 0.715 -1.753
H 3.101231 0.160158 -3.944800 -0.745 1.467 0.232
H 2.081706 1.341463 -5.033072 0.593 -0.368 1.681
H 1.631617 0.953374 -2.131763 0.928 1.022 0.504
H 2.488717 2.394749 -2.728669 -0.571 -0.220 0.723
O 2.280578 4.048809 3.955937 -0.232 -0.471 0.344
S 1.481169 2.856592 4.038919 -0.177 -0.404 -0.254
O 0.644728 2.579959 5.175599 0.601 0.312 -0.254
O 2.426347 1.570168 3.766989 -0.611 0.495 -0.418
C 3.595001 1.400133 4.575592 0.723 -0.192 0.750
C 3.250038 0.891650 5.962629 -0.237 0.138 0.178
C 0.494511 2.725170 2.578714 0.157 -0.092 -0.028
H 4.167783 2.330548 4.625591 -0.191 0.034 -0.090
H 4.223806 0.662313 4.070377 -0.230 0.097 -0.216
H 2.691687 1.640276 6.527763 0.068 -0.040 -0.034
H 4.156124 0.653548 6.522844 0.001 -0.010 -0.126
H 2.623276 -0.000890 5.901125 0.118 0.008 -0.030
H 1.127296 2.891642 1.708753 -0.041 -0.094 0.344
H -0.280238 3.489158 2.632102 0.065 -0.052 0.185
H 0.038591 1.736254 2.548165 0.002 0.073 0.063
O 5.873898 -1.941508 -0.022235 -0.074 0.018 0.530
S 5.188566 -1.732378 1.227369 -0.470 -0.431 0.395
O 5.893214 -1.393729 2.432614 -0.054 -0.091 -0.742
O 4.236812 -3.003413 1.522772 0.051 1.066 -0.403
C 4.825226 -4.308549 1.533299 0.504 -0.995 0.249
C 5.609521 -4.561632 2.806857 0.226 0.249 0.106
C 3.902591 -0.541548 0.982343 -0.138 -0.032 0.012
H 5.449508 -4.457254 0.647302 -0.044 0.212 0.019
H 4.002987 -5.025142 1.470957 -0.135 0.364 -0.085
H 6.489204 -3.917493 2.861340 -0.041 -0.074 -0.014
H 5.948118 -5.598296 2.851951 -0.104 0.030 -0.063
H 4.997115 -4.347449 3.685356 -0.015 -0.097 -0.088
H 3.335663 -0.812707 0.092525 0.032 -0.071 0.077
H 4.374402 0.431549 0.846538 0.104 -0.102 0.064
H 3.262921 -0.524410 1.864092 0.046 -0.002 -0.043
O -2.176469 3.570059 4.312898 -0.612 -0.066 -0.155
S -3.100414 3.198682 5.351982 -0.057 0.163 1.016
O -4.273317 2.411328 5.078398 0.532 0.352 -0.372
O -3.543916 4.527332 6.157911 0.511 -0.778 -0.126
C -4.094182 5.620168 5.419693 -0.555 0.640 -0.488
C -5.530187 5.354354 5.007837 -0.097 -0.273 -0.153
C -2.205002 2.427224 6.666236 0.006 0.153 0.129
H -3.469508 5.852971 4.552389 0.066 -0.170 0.089
H -4.066401 6.491070 6.078486 0.212 -0.279 0.139
H -5.586610 4.540749 4.281991 0.005 0.066 0.039
H -5.972149 6.243001 4.552783 0.082 0.021 0.087
H -6.130308 5.059321 5.871233 0.054 0.105 -0.032
H -1.336419 3.037583 6.907241 -0.053 -0.049 -0.094
H -1.888799 1.444334 6.318856 -0.035 0.111 -0.109
H -2.863048 2.323442 7.527904 -0.033 0.041 -0.121
O -5.435483 0.643792 -2.162544 0.146 -0.476 0.015
S -6.290580 -0.373216 -1.604864 -1.064 -0.328 0.089
O -5.762641 -1.615812 -1.110141 0.229 0.659 -0.371
O -7.476880 -0.693236 -2.653159 0.405 0.484 0.810
C -7.125725 -1.065447 -3.988162 0.262 -0.480 -0.874
C -6.634085 -2.499056 -4.061466 0.234 -0.111 0.205
C -7.296760 0.348887 -0.343004 -0.084 0.066 -0.089
H -6.387445 -0.371376 -4.400355 -0.033 0.045 0.201
H -8.031123 -0.966540 -4.591149 -0.045 0.170 0.342
H -5.683431 -2.615903 -3.537429 -0.058 0.003 -0.049
H -6.486233 -2.803863 -5.099329 -0.093 0.080 0.021
H -7.348770 -3.176079 -3.588922 -0.002 0.067 -0.105
H -7.732873 1.271087 -0.723706 0.031 -0.088 -0.013
H -6.654567 0.561068 0.511510 0.062 -0.068 -0.109
H -8.070775 -0.362287 -0.058611 0.089 0.009 -0.069
O 2.465734 -5.434633 -2.994034 -0.136 0.586 -0.457
S 3.156882 -4.373490 -3.673195 0.983 -0.500 -0.204
O 2.454107 -3.247598 -4.236661 -0.171 -0.265 0.284
O 4.110152 -5.010411 -4.809586 -0.189 0.583 0.925
C 3.523626 -5.878316 -5.784539 -0.507 -0.518 -0.826
C 2.743860 -5.104139 -6.830668 -0.208 0.254 0.093
C 4.438316 -3.756743 -2.621915 0.060 -0.009 -0.111
H 2.897016 -6.633117 -5.301245 0.067 0.152 0.141
H 4.346362 -6.407239 -6.270580 0.125 0.185 0.326
H 1.863350 -4.629525 -6.392979 0.032 -0.073 -0.037
H 2.406762 -5.766940 -7.629657 0.102 -0.023 0.064
H 3.359039 -4.310495 -7.260746 0.021 -0.130 -0.023
H 5.002319 -4.597139 -2.221178 -0.051 0.052 -0.062
H 3.964915 -3.202109 -1.812067 -0.042 -0.086 -0.049
H 5.081586 -3.093746 -3.198719 -0.036 -0.077 0.027



Record 2
84
Properties=species:S:1:pos:R:3:forces:R:3 method="wB97M-V/def2-TZVPD" largest_force_ha_per_bohr=0.143 total_charge=+3
N -21.895601 4.484411 3.325903 -1.321 -2.104 -1.672
O -22.083600 5.635944 3.413688 0.049 6.908 2.532
O -21.554151 3.762948 4.229660 1.374 -1.604 2.359
O -22.204495 4.038273 2.232293 -0.174 -3.273 -3.429
C -31.324171 7.431312 -0.313835 1.408 -0.705 -0.106
C -30.328340 7.128120 0.813248 -3.820 -2.731 4.733
O -30.600795 6.326407 1.732599 1.808 3.043 -3.650
N -28.997691 7.870109 0.978628 0.453 -2.154 -0.427
H -28.710466 8.206581 0.070667 0.311 0.092 -0.514
H -29.019924 8.702098 1.550817 -0.652 0.240 0.648
C -27.875110 6.914805 1.537580 0.205 1.266 -0.287
H -30.654949 7.366875 -1.171789 -0.615 0.716 -0.766
H -31.989734 8.291292 -0.239197 0.941 0.709 0.145
H -32.078220 6.653590 -0.434908 0.554 -0.587 0.509
H -27.521080 6.257667 0.743257 -0.282 0.175 -0.001
H -28.154712 6.344058 2.423110 -0.574 0.374 -0.272
H -27.108352 7.645303 1.795554 0.266 -0.412 0.060
C -26.503440 -0.846017 3.019618 0.322 -2.613 -0.210
C -26.137094 -2.357499 2.826047 3.178 -0.765 1.043
O -25.122005 -2.931115 3.224605 -4.528 1.798 -1.821
N -27.157445 -3.148511 1.856102 0.632 -0.012 1.687
H -27.633723 -2.448120 1.305911 -0.494 0.222 -0.081
H -26.631897 -3.704133 1.196406 0.539 -0.344 -0.130
C -28.156912 -4.073448 2.596674 0.717 0.789 -0.656
H -25.636044 -0.508368 3.586810 -0.347 0.654 -0.221
H -27.453057 -0.745388 3.545160 0.118 0.003 0.222
H -26.646573 -0.449164 2.014569 0.389 0.419 0.099
H -28.652149 -3.459312 3.348791 -0.238 -0.199 -0.259
H -27.609601 -4.884287 3.077386 0.060 0.157 -0.201
H -28.783229 -4.425952 1.777189 -0.347 -0.148 0.561
C -18.283261 7.034326 -1.124246 -0.566 1.176 -0.328
C -18.784134 8.504950 -0.964896 -1.944 -0.925 -0.261
C -19.615159 8.958465 -2.263630 2.113 0.811 2.516
N -20.052982 10.436989 -2.174223 -0.369 -0.811 1.997
C -21.244949 10.557776 -1.120717 0.948 0.426 -0.490
C -20.522672 10.948003 -3.472134 0.902 0.123 -1.446
C -20.197508 12.437102 -3.536843 -1.145 -0.194 1.300
C -19.311074 12.753367 -2.284579 -0.456 1.197 -0.886
C -18.865576 11.387137 -1.755277 -0.614 0.137 -0.739
H -17.957677 6.873529 -2.151977 0.582 -0.194 0.188
H -19.128688 6.365632 -0.962409 0.128 -0.082 0.128
H -17.524861 6.871119 -0.358553 0.069 -0.310 -0.388
H -18.015498 9.188817 -0.604867 0.011 -0.047 -0.534
H -19.527357 8.388722 -0.176099 0.094 0.531 0.382
H -20.510857 8.338537 -2.302727 0.280 0.052 -0.697
H -18.835773 8.906649 -3.023870 -0.851 -0.122 -0.739
H -22.117388 9.939851 -1.333115 0.553 -0.486 -0.609
H -21.644987 11.571402 -1.146019 0.526 0.158 0.008
H -20.888977 10.307273 -0.121401 0.223 0.116 -0.242
H -21.578803 10.726184 -3.625381 0.186 -0.133 0.113
H -19.938261 10.558308 -4.305621 -0.102 -1.036 0.397
H -21.213599 12.808170 -3.402822 0.456 1.351 -0.325
H -19.759008 12.692348 -4.501553 -0.183 0.179 0.264
H -19.815308 13.507346 -1.680127 -0.540 -0.925 0.864
H -18.517629 13.434597 -2.591951 0.742 -0.793 -0.178
H -18.550888 11.199498 -0.728697 -0.720 0.450 0.068
H -17.977636 11.144238 -2.338940 -0.253 -0.638 -0.312
C -17.061448 0.271893 7.022733 0.735 0.126 -0.339
C -16.862224 0.332085 5.470667 -0.164 -0.066 0.815
C -17.195058 -1.034205 4.878657 -0.561 0.575 -1.404
N -17.009057 -1.235414 3.337429 0.666 -1.105 0.244
C -17.362722 -2.717905 3.042780 0.046 1.576 -0.509
C -15.582734 -0.961761 2.896243 -0.579 -1.262 0.956
C -15.626520 -0.848061 1.373867 0.704 0.296 1.013
C -17.043665 -0.380171 1.054740 -1.173 -0.022 0.515
C -17.806383 -0.280918 2.426339 1.390 -0.525 1.244
H -16.548977 -0.530871 7.552870 0.114 -0.536 -0.584
H -18.099764 0.204337 7.347432 0.047 0.491 -0.169
H -16.503680 1.125447 7.408004 -0.757 0.386 0.224
H -15.844824 0.681236 5.294369 0.237 -0.546 -0.058
H -17.453536 1.162614 5.085035 -0.440 -0.257 -0.054
H -18.262033 -1.252946 4.921328 -0.024 0.059 0.774
H -16.626112 -1.793864 5.414670 0.003 -0.179 -0.410
H -16.746430 -3.420859 3.603264 -0.091 0.366 0.228
H -17.169609 -2.861795 1.979712 -0.155 -0.129 0.084
H -18.429172 -2.814938 3.246175 0.171 -0.237 0.064
H -15.075408 -1.850030 3.272688 0.642 0.278 -0.168
H -15.255833 -0.095234 3.471023 0.076 0.059 -0.476
H -15.331670 -1.803482 0.939894 -0.229 0.156 -0.215
H -14.876289 -0.105149 1.103084 -0.082 -0.126 -0.305
H -17.579231 -1.102439 0.438632 0.117 0.161 -0.202
H -17.006670 0.578386 0.537162 -0.355 -0.092 0.115
H -18.853534 -0.559457 2.544641 0.021 0.155 -0.631
H -17.619462 0.633585 2.989218 -0.358 0.477 -0.698



| no. | E (Eh) | HOMO energy (eV) |
| --- | --- | --- |
| 1 | -4963.7493 | -12.26 |
| 2 | -1518.2329 | -10.50 |